# 1
ORCA calculation (ωB97M-V/def2-TZVPD) on C47H56CaN8O3S2 as an isolated structure.

## Properties
- net charge = +2
- multiplicity = 1
- maximum force (eV/Å) = 1.1
- energy (hartree) = -3962.12011
- HOMO level (hartree) = -0.451
- ΔE to the lowest compared entry with this formula, charge and spin (kJ/mol) = 96.5

CARTESIAN COORDINATES (ANGSTROEM)
Ca: -1.0240 -1.5251 1.3965
N: -0.9906 -2.5225 3.7357
C: -1.3593 -3.9643 3.6997
C: -1.7783 -4.4555 2.3067
N: -0.9086 -3.9536 1.2173
C: 0.5034 -4.3868 1.3782
C: 1.4592 -3.4549 0.6429
N: 1.2973 -2.0761 1.1602
C: -1.4389 -4.3516 -0.1171
C: -2.2420 -3.2498 -0.8114
N: -1.4602 -1.9830 -0.9257
H: -0.2504 -2.3639 4.4088
H: -1.7761 -1.9688 4.0601
H: -2.1725 -4.1896 4.3899
H: -0.5085 -4.5408 4.0515
H: -2.7940 -4.1158 2.0867
H: -1.7889 -5.5508 2.3245
H: 0.6389 -5.4202 1.0433
H: 0.7586 -4.3520 2.4381
H: 1.2376 -3.4448 -0.4265
H: 2.4788 -3.8250 0.7568
H: 1.7844 -1.4207 0.5493
H: 1.7712 -1.9878 2.0565
H: -2.0665 -5.2408 -0.0268
H: -0.5965 -4.6321 -0.7520
H: -3.1399 -3.0078 -0.2450
H: -2.5557 -3.6235 -1.7843
H: -2.1215 -1.2503 -1.1875
H: -0.7912 -2.0424 -1.6862
C: 6.5467 1.0153 -6.6091
C: 5.4617 0.8842 -5.5700
C: 4.5320 -0.1484 -5.6259
C: 3.5116 -0.2421 -4.6835
C: 3.4436 0.6987 -3.6699
C: 4.3601 1.7441 -3.5900
C: 5.3597 1.8258 -4.5383
S: 2.1334 0.6209 -2.5004
O: 1.6583 2.0221 -2.2613
C: 3.0733 0.0829 -1.0586
C: 3.7558 -1.1584 -1.2169
C: 4.4022 -1.7273 -0.1684
C: 4.3688 -1.1227 1.1157
C: 5.0063 -1.7318 2.2278
C: 4.9580 -1.1503 3.4596
C: 4.2593 0.0687 3.6359
C: 3.6450 0.6802 2.5811
C: 3.6900 0.1043 1.2815
C: 3.0520 0.7326 0.1512
C: 2.5252 2.1319 0.3655
C: 3.4696 3.1993 0.4154
C: 4.8439 3.0006 0.1063
C: 5.7158 4.0464 0.1273
C: 5.2701 5.3479 0.4644
C: 3.9605 5.5668 0.7666
C: 3.0265 4.4992 0.7440
C: 1.6521 4.7179 1.0439
C: 0.7536 3.7035 0.9773
C: 1.2091 2.4069 0.6319
S: 0.1200 1.0439 0.3932
O: -0.1911 0.4575 1.7877
C: -1.3715 1.8997 -0.0808
C: -2.3723 2.0951 0.8617
C: -3.5006 2.8156 0.4949
C: -3.6379 3.3444 -0.7894
C: -4.8626 4.1378 -1.1620
C: -2.6090 3.1360 -1.7073
C: -1.4732 2.4142 -1.3696
H: 6.5500 0.1688 -7.2936
H: 7.5299 1.0826 -6.1406
H: 6.4056 1.9243 -7.1969
H: 4.5972 -0.8807 -6.4217
H: 2.7762 -1.0365 -4.7473
H: 4.2739 2.4851 -2.8018
H: 6.0804 2.6352 -4.4857
H: 3.7885 -1.6292 -2.1927
H: 4.9555 -2.6517 -0.3018
H: 5.5398 -2.6638 2.0770
H: 5.4564 -1.6138 4.3026
H: 4.2172 0.5237 4.6181
H: 3.1134 1.6113 2.7365
H: 5.1990 2.0114 -0.1539
H: 6.7584 3.8835 -0.1130
H: 5.9752 6.1685 0.4776
H: 3.6114 6.5600 1.0249
H: 1.3250 5.7144 1.3196
H: -0.2899 3.8851 1.2037
H: -2.2478 1.7119 1.8678
H: -4.2818 3.0003 1.2285
H: -5.7694 3.6661 -0.7802
H: -4.9575 4.2395 -2.2430
H: -4.8107 5.1432 -0.7383
H: -2.6938 3.5513 -2.7055
H: -0.6586 2.2863 -2.0765
C: -6.0354 0.5237 2.8957
N: -4.8150 0.0326 2.2745
C: -4.1489 -1.0503 2.6533
N: -4.5964 -1.7518 3.7202
O: -3.1066 -1.4147 2.0415
H: -6.3022 1.4654 2.4253
H: -5.8866 0.7094 3.9593
H: -6.8666 -0.1706 2.7548
H: -4.4860 0.4467 1.4142
H: -5.5295 -1.6162 4.0716
H: -4.1853 -2.6553 3.8764
N: -5.8842 -2.4413 0.4713
C: -5.7954 -1.4635 -0.5107
C: -6.9311 -1.0904 -1.2416
C: -6.8218 -0.0680 -2.1550
C: -5.5939 0.5718 -2.3233
C: -4.5393 0.1261 -1.5597
N: -4.6100 -0.8789 -0.6659
H: -6.6282 -3.1128 0.3846
H: -5.0034 -2.8166 0.7821
H: -7.8723 -1.6041 -1.0845
H: -7.6858 0.2360 -2.7341
H: -5.4642 1.3826 -3.0288
H: -3.5670 0.6003 -1.6569

=====

# 2
ORCA calculation (ωB97M-V/def2-TZVPD) on a 7-piece molecular cluster, C47H44N5O16 overall.

## Properties
- net charge = +1
- multiplicity = 1
- maximum force (eV/Å) = 2.0
- energy (hartree) = -3294.46649
- HOMO level (hartree) = -0.425

CARTESIAN COORDINATES (ANGSTROEM)
C: 4.1454 -5.5595 1.4740
C: 3.3159 -6.1126 0.3658
C: 2.0654 -5.6259 0.0643
C: 1.3569 -6.2064 -1.0022
C: -0.0206 -5.7083 -1.3907
C: -0.2785 -4.2230 -1.0237
N: -0.6307 -4.0166 0.4186
N: -1.4706 -3.8738 -1.8022
N: 0.7742 -3.3537 -1.5216
N: 1.9412 -7.2120 -1.6383
C: 1.1870 -7.8632 -2.7362
O: 0.0874 -8.6019 -2.2463
O: 0.4578 -9.2907 -1.0821
N: 3.1324 -7.7211 -1.4132
C: 3.8001 -7.1882 -0.4369
C: 5.1889 -7.7230 -0.1766
C: 6.1794 -6.7874 -0.9594
C: 7.4947 -6.6084 -0.2275
O: 7.8070 -7.1989 0.7761
O: 8.3578 -5.7278 -0.8388
H: 4.3178 -6.3388 2.2319
H: 3.6627 -4.7348 1.9948
H: 5.1441 -5.2660 1.1343
H: 1.6618 -4.8232 0.6599
H: -0.8143 -6.3487 -0.9805
H: -0.1664 -5.7403 -2.4728
H: -0.4137 -4.8698 0.9271
H: -0.0124 -3.2802 0.7499
H: -2.2305 -4.4878 -1.5356
H: -1.7349 -2.9114 -1.6258
H: 1.4908 -3.1712 -0.8227
H: 0.3608 -2.4575 -1.7577
H: 1.8650 -8.5664 -3.2327
H: 0.8901 -7.1299 -3.4855
H: 0.1599 -8.7560 -0.3290
H: 5.2838 -8.7042 -0.6470
H: 5.4243 -7.7764 0.8857
H: 6.3571 -7.2322 -1.9418
H: 5.6837 -5.8153 -1.0712
H: 8.6255 -5.0836 -0.1699
C: -5.6211 -1.9763 1.1314
C: -6.3087 -2.3783 2.1973
C: -5.7313 -3.3430 3.1659
O: -6.3544 -3.7129 4.1362
C: -4.3573 -3.8404 2.9003
C: -3.6704 -3.4379 1.8340
C: -4.2511 -2.4725 0.8670
O: -3.6229 -2.1026 -0.1071
H: -6.0275 -1.2742 0.4156
H: -7.3103 -2.0242 2.4047
H: -3.9536 -4.5429 3.6189
H: -2.6677 -3.7889 1.6215
C: 2.7632 0.1996 2.1581
C: 2.4250 -0.9032 1.4931
C: 3.4306 -1.9172 1.1292
O: 3.1209 -2.9317 0.5158
C: 4.8350 -1.6725 1.5291
C: 5.1815 -0.5738 2.1932
C: 4.1698 0.4505 2.5609
O: 4.4833 1.4501 3.1658
H: 2.0450 0.9489 2.4335
H: 1.4040 -1.1025 1.1908
H: 5.5557 -2.4314 1.2509
H: 6.2025 -0.3750 2.4936
C: 1.4106 4.1693 -0.4640
C: 1.7066 5.4511 -0.6533
C: 2.6112 6.1753 0.2708
O: 2.8788 7.3456 0.0960
C: 3.1726 5.4170 1.4118
C: 2.8781 4.1340 1.5997
C: 1.9756 3.4133 0.6774
O: 1.7035 2.2355 0.8462
H: 0.7513 3.6236 -1.1274
H: 1.3048 6.0207 -1.4823
H: 3.8309 5.9609 2.0766
H: 3.2799 3.5636 2.4278
C: -9.1823 2.0497 0.6493
C: -9.5029 3.0346 -0.1857
C: -9.2928 2.9020 -1.6489
O: -9.5818 3.7978 -2.4099
C: -8.7133 1.6279 -2.1439
C: -8.3933 0.6442 -1.3077
C: -8.6036 0.7786 0.1536
O: -8.3130 -0.1203 0.9174
H: -9.3271 2.1272 1.7194
H: -9.9270 3.9697 0.1570
H: -8.5683 1.5493 -3.2138
H: -7.9694 -0.2916 -1.6501
C: -1.5522 8.5569 3.9583
C: -0.9489 7.3950 3.7234
C: 0.2269 7.3050 2.8247
O: 0.7686 6.2331 2.6171
C: 0.7080 8.5600 2.1987
C: 0.1043 9.7229 2.4339
C: -1.0727 9.8139 3.3322
O: -1.6209 10.8716 3.5476
H: -2.4121 8.6420 4.6104
H: -1.2840 6.4682 4.1717
H: 1.5673 8.4783 1.5478
H: 0.4403 10.6496 1.9860
C: -0.6334 8.2503 -3.1114
C: -0.2908 9.4922 -3.4430
C: 0.2676 9.8046 -4.7826
O: 0.5815 10.9339 -5.0847
C: 0.4268 8.6786 -5.7365
C: 0.0838 7.4370 -5.4034
C: -0.4736 7.1260 -4.0654
O: -0.7881 5.9932 -3.7611
H: -1.0418 8.0023 -2.1394
H: -0.4006 10.3257 -2.7610
H: 0.8347 8.9261 -6.7082
H: 0.1933 6.6032 -6.0851

=====

# 3
ORCA calculation (ωB97M-V/def2-TZVPD) on C14H32O12V as an isolated structure.

## Properties
- net charge = -3
- multiplicity = 1
- maximum force (eV/Å) = 9.8
- energy (hartree) = -2399.22061
- HOMO level (hartree) = 0.124
- ΔE to the lowest compared entry with this formula, charge and spin (kJ/mol) = 791.7

CARTESIAN COORDINATES (ANGSTROEM)
O: -0.5181 0.7475 -0.9753
V: 0.7377 -0.2700 -1.2424
O: 0.2428 -1.7503 -0.9213
C: 2.4404 -0.0995 -3.4848
O: 3.6711 0.2866 -3.4032
O: 1.5277 0.7466 -3.1834
O: 2.3252 -1.2370 -2.8585
C: 2.8956 0.7308 0.2371
O: 2.0038 1.5032 -0.2664
O: 2.5962 -0.5206 0.1537
O: 4.0660 0.9589 -0.2964
C: -1.4475 1.5991 2.6088
C: -0.9516 0.7802 3.7992
C: 0.3525 1.2270 4.4652
O: -1.8869 0.6860 4.9087
H: -1.3765 2.6764 2.7444
H: -2.4941 1.2999 2.5013
H: -0.9988 1.2144 1.6935
H: -1.0158 -0.3066 3.7081
H: 0.3303 2.2022 4.9677
H: 1.2427 1.3740 3.8495
H: 0.5877 0.5255 5.2676
H: -1.9773 1.5328 5.3620
C: -3.0571 -2.9934 -2.7949
C: -2.8114 -1.5336 -2.9712
C: -3.3170 -0.5511 -1.9010
O: -1.4781 -1.3371 -3.3508
H: -2.2562 -3.4292 -2.1971
H: -3.0481 -3.4333 -3.7966
H: -4.0996 -3.1698 -2.5142
H: -3.4197 -1.3147 -3.8650
H: -4.4092 -0.6290 -1.8289
H: -3.0388 0.4624 -2.1907
H: -3.0020 -0.6376 -0.8601
H: -1.4615 -0.6668 -4.0375
C: -2.6895 5.0957 -1.1194
C: -1.4659 4.4871 -0.4752
C: -0.0901 4.8348 -1.1251
O: -1.3277 4.7652 0.9392
H: -3.4805 4.5705 -0.5712
H: -2.7636 4.8234 -2.1691
H: -2.8719 6.1443 -0.8839
H: -1.2636 3.4137 -0.4626
H: 0.7115 4.3581 -0.5586
H: 0.1275 5.8980 -0.9501
H: -0.0402 4.6360 -2.1936
H: -0.5202 4.2764 1.1377
C: 4.0389 -5.4293 0.2192
C: 2.9444 -4.4061 0.5229
C: 2.6741 -4.2198 2.0526
O: 3.4213 -3.1559 0.0750
H: 4.0606 -6.2160 0.9825
H: 5.0273 -4.9836 0.3455
H: 3.9718 -5.8686 -0.7753
H: 2.0016 -4.5981 -0.0016
H: 2.3046 -3.2342 2.3329
H: 3.5574 -4.3323 2.6860
H: 1.9331 -5.0095 2.2211
H: 2.7847 -2.5241 0.4443